C36H54BF6KN11O5S4 | ωB97M-V with the def2-TZVPD basis set

```
118
Properties=species:S:1:pos:R:3
K 0.341 0.249 0.092
C -2.957 5.158 -1.862
C -3.275 3.696 -1.760
C -4.500 3.082 -1.733
C -4.203 1.697 -1.652
N -2.904 1.497 -1.536
N -2.326 2.729 -1.640
B -0.818 3.038 -1.888
N -0.125 3.362 -0.519
N -0.499 2.685 0.602
C 0.087 3.279 1.630
C 0.871 4.365 1.177
C 0.699 4.392 -0.191
C 1.246 5.412 -1.144
C -0.221 2.901 3.066
C -1.344 1.860 3.115
C 1.035 2.343 3.746
C -0.683 4.162 3.805
N -0.140 1.883 -2.741
N -0.886 0.841 -3.232
C -0.167 0.264 -4.178
C 1.073 0.924 -4.327
C 1.047 1.946 -3.407
C 2.079 3.004 -3.178
C -0.746 -0.908 -4.957
C -2.163 -0.539 -5.426
C -0.830 -2.155 -4.060
C 0.138 -1.209 -6.164
C -5.185 0.558 -1.798
C -6.132 0.526 -0.591
C -6.009 0.786 -3.072
C -4.451 -0.776 -1.950
H -3.870 5.735 -1.712
H -2.543 5.416 -2.840
H -2.226 5.460 -1.107
H -5.465 3.564 -1.818
H -0.777 4.035 -2.577
H 1.468 5.052 1.759
H 1.191 6.397 -0.682
H 0.685 5.434 -2.077
H 2.293 5.214 -1.379
H -1.015 0.899 2.717
H -2.207 2.194 2.532
H -1.658 1.698 4.153
H 1.346 1.400 3.284
H 0.837 2.169 4.814
H 1.876 3.042 3.665
H -1.564 4.588 3.316
H 0.101 4.926 3.816
H -0.941 3.920 4.842
H 1.872 0.721 -5.028
H 2.980 2.761 -3.743
H 2.341 3.080 -2.123
H 1.721 3.983 -3.509
H -2.751 -0.180 -4.578
H -2.662 -1.408 -5.874
H -2.124 0.265 -6.170
H -1.346 -1.922 -3.124
H 0.171 -2.519 -3.809
H -1.367 -2.963 -4.576
H 0.227 -0.336 -6.817
H -0.290 -2.033 -6.745
H 1.145 -1.506 -5.848
H -6.727 1.445 -0.536
H -5.565 0.437 0.342
H -6.819 -0.325 -0.667
H -6.522 1.753 -3.043
H -6.763 -0.003 -3.185
H -5.359 0.774 -3.953
H -3.768 -0.954 -1.128
H -3.841 -0.768 -2.861
H -5.172 -1.599 -2.012
C -3.052 -0.986 2.100
C -2.230 -2.147 1.624
N -1.295 -2.093 0.726
C -0.634 -3.300 0.596
C -1.108 -4.293 1.390
S -2.416 -3.721 2.329
C 0.491 -3.437 -0.352
C 1.095 -4.613 -0.647
S 2.334 -4.363 -1.785
C 1.985 -2.672 -1.809
N 0.997 -2.327 -1.021
C 2.761 -1.770 -2.715
H -2.820 -0.103 1.503
H -2.794 -0.773 3.141
H -4.118 -1.204 2.035
H -0.779 -5.322 1.457
H 0.877 -5.599 -0.260
H 3.139 -2.321 -3.579
H 3.608 -1.338 -2.185
H 2.126 -0.959 -3.054
F 5.946 1.623 0.154
C 4.798 1.851 -0.479
F 4.871 1.376 -1.724
F 4.561 3.159 -0.515
S 3.419 1.071 0.421
O 2.238 1.483 -0.292
O 3.576 1.515 1.781
N 3.785 -0.480 0.216
S 3.079 -1.346 1.341
O 3.180 -2.757 1.136
O 1.785 -0.786 1.685
C 4.210 -1.112 2.846
F 4.595 -2.335 3.262
F 3.555 -0.525 3.851
F 5.309 -0.429 2.568
C 2.191 -3.412 4.875
N 1.164 -2.845 4.021
C 0.459 -1.708 4.300
N 0.864 -1.031 5.443
O -0.491 -1.334 3.621
H 2.488 -4.373 4.462
H 1.802 -3.573 5.880
H 3.090 -2.793 4.946
H 1.063 -3.180 3.075
H 1.858 -1.012 5.625
H 0.435 -0.120 5.487
```

For the HOMO energy, the calculation gives -5.5 eV. The calculation puts the LUMO energy at 2.03 eV. The calculation puts the total energy at -141492.6558 eV. The total charge is -1. Its energy above the lowest of the compared OMol25 structures with the same formula, charge and spin is 23.3 kJ/mol. The calculation puts the molar mass at 1013.1 g/mol. The gap between HOMO and LUMO is 7.57 eV.